(1)
Molecular formula: C5H8N2O
Method: DFT, ωB97M-V with the def2-TZVPD basis set

```
16
Properties=species:S:1:pos:R:3:nbo_charge:R:1
O -3.02867 0.41549 1.18946 -0.51
N 1.54285 0.99472 -1.02910 -0.83
N -0.63982 0.04914 -1.23891 -0.50
C 0.47284 0.47644 -1.73207 0.31
C -0.29426 -0.54466 1.14205 -0.18
C -0.83438 0.12497 0.10932 -0.02
C -2.18384 0.71526 0.40917 0.43
C 0.75714 -1.45652 0.95711 -0.69
H 0.81446 -2.06934 0.05334 0.23
H -0.59915 -0.25018 2.18091 0.23
H -2.46599 1.63447 -0.20149 0.09
H 1.81815 -1.06914 0.93658 0.23
H 2.12135 1.67726 -1.62089 0.41
H 1.23926 1.23790 -0.05830 0.41
H 0.64413 0.36560 -2.79324 0.18
H 0.63594 -2.30142 1.69608 0.23
```

Output
- SMILES = C/C=C(C=O)\N=C/N
- gap between HOMO and LUMO (eV) = 9.421
- HOMO level (eV) = -8.76
- charge = 0
- energy above the lowest of the compared OMol25 structures with the same formula, charge and spin (eV) = 2.293

(2)
Molecular formula: C9H13NOZn
Method: DFT, ωB97M-V with the def2-TZVPD basis set

```
25
Properties=species:S:1:pos:R:3:nbo_charge:R:1
Zn 0.01120 0.14476 -0.05470 1.48
O 0.18502 1.59431 2.30433 -0.70
N -1.48525 -1.08090 0.54450 -1.30
C 0.64113 -1.78275 -0.82448 -1.08
C -0.57450 -2.10505 0.02781 -0.28
C -1.21942 2.01945 -0.90643 -0.39
C 0.10913 2.37121 -0.47526 -0.39
C 1.05360 1.69579 -1.33244 -0.45
C -1.10311 1.10726 -2.01690 -0.38
C 0.88484 -0.66093 2.79073 -0.81
C 0.29974 0.89853 -2.27939 -0.36
C 0.44730 0.47581 2.01567 0.15
H 1.15358 -0.41450 3.83231 0.12
H -0.09068 -2.72796 0.83124 0.12
H 0.71736 0.33449 -3.09749 0.20
H -2.13528 2.44210 -0.51738 0.19
H -2.47537 -0.95661 0.79322 0.35
H 0.62041 -1.86612 -1.93716 0.16
H -1.09955 -2.85078 -0.62592 0.13
H 1.73861 -1.13277 2.28841 0.22
H -1.92100 0.70304 -2.59103 0.19
H 1.71828 -1.81570 -0.49347 0.17
H 2.12557 1.84096 -1.32312 0.20
H 0.03871 -1.34665 2.77906 0.26
H 0.35971 3.11298 0.26789 0.22
```

Output
- gap between HOMO and LUMO (eV) = 3.284
- HOMO level (eV) = 2.25
- charge = -2
- energy above the lowest of the compared OMol25 structures with the same formula, charge and spin (eV) = 0.000

(3)
Molecular formula: C3H8N2O2
Method: DFT, ωB97M-V with the def2-TZVPD basis set

```
15
Properties=species:S:1:pos:R:3:nbo_charge:R:1
O 0.04483 2.08631 -0.18211 -0.63
O -1.58613 0.72954 0.56642 -0.50
N 2.47117 0.84612 0.09765 -1.10
N 0.00587 -0.18121 -0.69039 -0.67
C -0.94996 -1.25013 -0.54123 -0.24
C -1.86825 -0.66666 0.54869 -0.08
C -0.43691 0.98003 -0.12470 0.88
H -2.92871 -0.78388 0.32598 0.19
H 1.01100 -0.25601 -0.83502 0.46
H 3.45465 0.61859 0.13029 0.36
H -1.49601 -1.41124 -1.47908 0.19
H -1.65706 -1.09128 1.53760 0.18
H -0.49616 -2.19953 -0.24071 0.20
H 2.35037 1.82578 -0.14441 0.39
H 2.08131 0.75358 1.03102 0.36
```

Output
- SMILES = O=C1NCCO1.N
- gap between HOMO and LUMO (eV) = 10.422
- HOMO level (eV) = -9.58
- charge = 0
- energy above the lowest of the compared OMol25 structures with the same formula, charge and spin (eV) = 0.497

(4)
Molecular formula: C2H5NO
Method: DFT, ωB97M-V with the def2-TZVPD basis set

```
9
Properties=species:S:1:pos:R:3:nbo_charge:R:1
O -1.83016 -0.16397 0.01056 -0.49
N -0.60500 -0.07299 0.23457 0.15
C 0.32843 0.51793 -0.94308 -0.45
C 0.06579 -0.67902 1.21824 -0.27
H 1.27618 0.84305 -0.50811 0.21
H 0.40486 -0.29738 -1.65368 0.22
H 1.12457 -0.30293 1.13305 0.19
H -0.52158 -1.11058 1.99954 0.22
H -0.24309 1.26589 -1.49109 0.23
```

Output
- SMILES = C=[N+](C)[O-]
- gap between HOMO and LUMO (eV) = 9.696
- HOMO level (eV) = -8.83
- charge = 0
- energy above the lowest of the compared OMol25 structures with the same formula, charge and spin (eV) = 3.645

(5)
Molecular formula: C29H27CaCl3IN6O3S2
Method: DFT, ωB97M-V with the def2-TZVPD basis set

```
72
Properties=species:S:1:pos:R:3:mulliken_charge:R:1
I -6.41357 2.08571 -3.11531 0.12
Ca -0.94403 -0.02706 -1.69297 1.37
Cl 0.46568 -2.02494 -3.49713 -0.08
Cl -1.24606 -2.75765 -1.34960 0.00
Cl -1.58303 -4.02996 -3.93476 -0.09
S 1.58441 0.05598 0.40980 0.79
S -1.63053 -1.08444 1.33961 -0.47
O 0.90234 -0.16055 -0.91682 -0.28
O -3.39086 -1.67252 -3.26503 -0.59
O -1.67018 -0.25363 -3.56361 -0.60
N -0.02444 1.96511 -2.51051 -0.56
N -2.98801 0.63033 -1.06548 -0.37
N -1.57544 0.87161 3.29938 0.58
N -2.84964 -0.84403 3.71712 0.30
N -3.89142 -0.30319 -0.74837 0.40
N -1.11781 2.21606 1.44021 -0.21
C 0.94089 3.50027 2.79297 -0.57
C 1.85519 -4.07307 2.30475 -0.59
C -2.22209 -1.37080 -3.38066 0.21
C -2.89477 -0.01933 4.82203 -0.89
C -3.62373 1.50685 -1.83189 -0.37
C 5.57186 0.70284 0.58027 -0.70
C -0.78032 1.86410 2.66999 0.32
C 0.24240 2.46665 3.39497 -0.54
C 1.33285 2.09393 -4.71729 -0.29
C -0.44821 3.22019 0.87873 -0.30
C -2.10006 1.03217 4.57878 -0.27
C -3.54480 -2.10330 3.56837 -0.90
C 1.69451 -1.57917 1.14477 0.65
C -4.95323 1.11205 -2.01366 -0.63
C 4.22886 0.62535 0.91399 -0.41
C 0.45784 1.53465 -5.85467 -1.00
C 5.99967 0.30757 -0.67962 -0.54
C 3.33017 0.13674 -0.02129 0.53
C 0.60109 2.03721 -3.46991 0.26
C 1.87414 -2.68953 0.33790 -0.29
C -1.17616 -2.54130 -3.11754 0.67
C -2.03831 -0.30874 2.76780 -0.20
C -5.08731 -0.06140 -1.30243 -0.30
C 5.08949 -0.18219 -1.60682 -0.82
C 0.58451 3.89267 1.51308 -0.75
C 1.65322 -2.95374 3.09960 -0.62
C 1.57531 -1.69795 2.51933 -0.18
C 1.95818 -3.94098 0.92618 -0.76
C 3.74545 -0.26917 -1.27769 -0.36
H 0.47798 2.13615 4.39771 0.45
H 3.01228 -0.63484 -1.98612 0.27
H -2.94998 -2.75508 2.93313 0.36
H -0.39325 2.18826 -6.03467 0.34
H 2.10829 -4.81242 0.30320 0.46
H 3.87898 0.93674 1.89168 0.44
H 1.92113 -5.05181 2.76013 0.41
H 1.62122 3.12544 -4.92251 0.34
H 1.42100 -0.81291 3.12624 0.36
H 1.04764 1.45948 -6.76526 0.38
H -3.49307 -0.24954 5.68500 0.50
H -3.68353 -2.56794 4.54147 0.35
H 5.42534 -0.51006 -2.58141 0.45
H 1.94074 -2.57243 -0.73640 0.23
H 7.04523 0.38804 -0.94429 0.40
H 2.24253 1.49999 -4.61049 0.24
H 0.07522 0.54949 -5.59253 0.20
H 6.28281 1.06837 1.30870 0.42
H -1.89595 1.90489 5.17119 0.51
H 1.08540 4.71646 1.02400 0.43
H -3.61648 -1.06742 -0.14681 0.07
H -3.11613 2.38181 -2.20404 0.49
H -5.93113 -0.71806 -1.18582 0.49
H -4.52024 -1.95245 3.10421 0.29
H 1.73982 4.00151 3.32272 0.48
H 1.55252 -3.05427 4.17194 0.46
H -0.77239 3.49321 -0.11758 0.51
```

Output
- gap between HOMO and LUMO (eV) = 8.455
- HOMO level (eV) = -10.44
- charge = +1
- energy above the lowest of the compared OMol25 structures with the same formula, charge and spin (eV) = 1.306

(6)
Molecular formula: C4H9NO
Method: DFT, ωB97M-V with the def2-TZVPD basis set

```
15
Properties=species:S:1:pos:R:3:nbo_charge:R:1
O 1.30409 2.33839 -1.60361 -0.51
N -1.60703 -0.95191 2.38338 -0.36
C 1.46789 1.64661 -2.57043 0.44
C -0.58652 -0.56818 3.39002 -0.45
C 0.45232 0.57755 -2.93912 -0.73
C -1.10285 -1.20636 1.24825 -0.08
H 0.33763 -0.20283 2.95953 0.18
H -1.71860 -1.60059 0.43751 0.16
H -0.50284 1.00244 -2.64067 0.24
H 2.23519 1.83325 -3.33536 0.10
H -0.06289 -1.54188 1.11575 0.14
H 0.70687 -0.36075 -2.43713 0.24
H -1.04235 0.17767 4.04254 0.21
H 0.50649 0.34853 -4.00256 0.22
H -0.38742 -1.49194 3.95190 0.20
```

Output
- SMILES = C=NC.CC=O
- gap between HOMO and LUMO (eV) = 10.738
- HOMO level (eV) = -9.82
- charge = 0
- energy above the lowest of the compared OMol25 structures with the same formula, charge and spin (eV) = 2.717

(7)
Molecular formula: C2H3NO2S
Method: DFT, ωB97M-V with the def2-TZVPD basis set

```
9
Properties=species:S:1:pos:R:3:nbo_charge:R:1
S 0.27095 -0.07775 -0.87911 0.61
O -1.97442 -0.29077 -1.60800 -0.53
O 1.12208 1.35861 1.39901 -0.61
N 0.64120 -0.68611 0.69457 -0.79
C -1.31338 -0.17279 -0.59438 0.13
C 1.02543 0.11392 1.70923 0.49
H 0.96917 -0.31559 2.81302 0.16
H -1.69675 -0.18006 0.38752 0.15
H 0.45040 -1.64706 0.98605 0.40
```

Output
- SMILES = O=CNSC=O
- gap between HOMO and LUMO (eV) = 10.419
- HOMO level (eV) = -10.07
- charge = 0
- energy above the lowest of the compared OMol25 structures with the same formula, charge and spin (eV) = 2.418

Which value of gap between HOMO and LUMO does entry 1 give?
9.421 eV

What did the seventh record say?
Molecular formula: C2H3NO2S
Method: DFT, ωB97M-V with the def2-TZVPD basis set

```
9
Properties=species:S:1:pos:R:3:nbo_charge:R:1
S 0.27095 -0.07775 -0.87911 0.61
O -1.97442 -0.29077 -1.60800 -0.53
O 1.12208 1.35861 1.39901 -0.61
N 0.64120 -0.68611 0.69457 -0.79
C -1.31338 -0.17279 -0.59438 0.13
C 1.02543 0.11392 1.70923 0.49
H 0.96917 -0.31559 2.81302 0.16
H -1.69675 -0.18006 0.38752 0.15
H 0.45040 -1.64706 0.98605 0.40
```

Output
- SMILES = O=CNSC=O
- gap between HOMO and LUMO (eV) = 10.419
- HOMO level (eV) = -10.07
- charge = 0
- energy above the lowest of the compared OMol25 structures with the same formula, charge and spin (eV) = 2.418

Please write out number 1 again, unchanged.
Molecular formula: C5H8N2O
Method: DFT, ωB97M-V with the def2-TZVPD basis set

```
16
Properties=species:S:1:pos:R:3:nbo_charge:R:1
O -3.02867 0.41549 1.18946 -0.51
N 1.54285 0.99472 -1.02910 -0.83
N -0.63982 0.04914 -1.23891 -0.50
C 0.47284 0.47644 -1.73207 0.31
C -0.29426 -0.54466 1.14205 -0.18
C -0.83438 0.12497 0.10932 -0.02
C -2.18384 0.71526 0.40917 0.43
C 0.75714 -1.45652 0.95711 -0.69
H 0.81446 -2.06934 0.05334 0.23
H -0.59915 -0.25018 2.18091 0.23
H -2.46599 1.63447 -0.20149 0.09
H 1.81815 -1.06914 0.93658 0.23
H 2.12135 1.67726 -1.62089 0.41
H 1.23926 1.23790 -0.05830 0.41
H 0.64413 0.36560 -2.79324 0.18
H 0.63594 -2.30142 1.69608 0.23
```

Output
- SMILES = C/C=C(C=O)\N=C/N
- gap between HOMO and LUMO (eV) = 9.421
- HOMO level (eV) = -8.76
- charge = 0
- energy above the lowest of the compared OMol25 structures with the same formula, charge and spin (eV) = 2.293

charge of number 4 (C2H5NO)?
0